Entry from the Open Molecules 2025 dataset: the molecule C4H6SSi (ωB97M-V/def2-TZVPD).

Element x y z (Å)
1 C -0.219 -1.216 -0.024
2 C 1.136 -1.182 -0.054
3 S 2.381 0.265 -0.196
4 C 0.962 1.350 0.185
5 C -0.191 1.570 -0.440
6 Si -1.523 0.215 0.082
7 H -0.456 -2.360 -0.063
8 H 1.592 -2.200 -0.144
9 H 0.721 1.090 1.304
10 H -0.219 1.581 -1.515
11 H -1.474 0.440 1.522
12 H -2.709 0.447 -0.657

The molar mass comes out at 114.2 Da. The calculation puts the lowest unoccupied orbital energy at 0.2 eV. The net charge is 0. The relative energy (zero: lowest compared OMol25 entry of this formula, charge and spin) comes out at 3.031 eV. The SMILES is C1=CSC=C[SiH2]1.

Entry from the Open Molecules 2025 dataset: a cluster of 2 separate species, C3H8NO2S in total (ωB97M-V/def2-TZVPD).

Element x y z (Å)
1 N 0.056 3.043 0.408
2 C 1.338 2.669 0.055
3 O 2.180 3.486 -0.263
4 O 1.573 1.374 0.144
5 H -0.128 4.028 0.393
6 H -0.712 2.411 0.240
7 C -0.683 -2.884 -0.589
8 C -0.536 -1.745 0.419
9 S -0.979 -0.130 -0.294
10 H 0.108 -2.774 -1.330
11 H -1.633 -2.816 -1.108
12 H -0.613 -3.873 -0.120
13 H -1.154 -1.927 1.298
14 H 0.500 -1.713 0.762
15 H 0.685 0.850 -0.016

The molar mass comes out at 122.2 Da. The calculation puts the lowest unoccupied orbital energy at 3.9 eV. The net charge is -1. The relative energy (zero: lowest compared OMol25 entry of this formula, charge and spin) comes out at 0.229 eV.

Entry from the Open Molecules 2025 dataset: a structure of composition C7H20ClPmSiSr (ωB97M-V/def2-TZVPD).

Element x y z (Å)
1 Pm 2.625 0.592 -1.870
2 Cl 0.099 0.370 -2.212
3 C 3.269 -1.673 -2.112
4 C 3.324 2.466 -3.125
5 H 4.285 -1.837 -2.477
6 H 3.144 -2.160 -1.133
7 H 2.543 -2.117 -2.814
8 H 4.352 2.400 -3.492
9 H 3.216 3.368 -2.502
10 H 2.629 2.544 -3.976
11 Sr 0.370 0.590 1.452
12 C -0.961 2.747 1.204
13 C 2.791 1.121 0.606
14 H -0.251 3.521 1.549
15 H -1.274 2.988 0.175
16 H -1.847 2.745 1.859
17 H 3.404 2.074 0.617
18 H 3.162 0.581 1.533
19 C -3.884 -0.674 0.316
20 Si -2.230 -1.182 1.039
21 C -2.239 -0.981 2.924
22 C -1.833 -2.961 0.586
23 H -4.128 0.361 0.604
24 H -4.695 -1.338 0.656
25 H -3.830 -0.714 -0.784
26 H -3.077 -1.591 3.299
27 H -1.309 -1.352 3.392
28 H -2.414 0.068 3.224
29 H -2.650 -3.636 0.888
30 H -1.689 -3.035 -0.503
31 H -0.902 -3.285 1.079

The molar mass comes out at 400.4 Da. The calculation puts the lowest unoccupied orbital energy (spin up / spin down) at 4.6 / 4.6 eV. The multiplicity is 5. The net charge is -2.

Entry from the Open Molecules 2025 dataset: a cluster of 4 separate species, C2H12NO3 in total (ωB97M-V/def2-TZVPD).

Element x y z (Å)
1 C 1.726 -0.062 0.968
2 C 0.682 1.861 -0.067
3 N 0.553 0.782 0.599
4 H 2.448 0.584 1.448
5 H 2.165 -0.577 0.113
6 H 1.304 -0.858 1.572
7 H 1.537 1.972 -0.724
8 H -0.160 2.538 0.006
9 H -0.361 0.382 0.855
10 H -0.620 -0.630 -3.728
11 H 0.805 -0.551 -3.152
12 O -0.113 -0.436 -2.938
13 H -1.490 -1.214 3.333
14 H -1.405 -2.053 2.110
15 O -1.291 -1.149 2.385
16 H -2.666 -0.004 -0.709
17 H -1.414 -0.394 -1.482
18 O -1.701 -0.190 -0.590

The molar mass comes out at 98.1 Da. The calculation puts the lowest unoccupied orbital energy at -4.6 eV. The net charge is +1. The relative energy (zero: lowest compared OMol25 entry of this formula, charge and spin) comes out at 1.242 eV.

Entry from the Open Molecules 2025 dataset: a structure of composition C38H57BCdF4N5O2S4 (ωB97M-V/def2-TZVPD).

Element x y z (Å)
1 Cd -0.191 -0.151 0.292
2 C 1.239 -3.228 1.751
3 C 1.725 -3.387 0.406
4 C 2.092 -2.116 -0.054
5 C 1.758 -1.164 1.001
6 C 1.288 -1.915 2.138
7 C 0.988 -1.362 3.518
8 C 0.748 -2.501 4.509
9 C -0.254 -0.466 3.502
10 C 2.178 -0.524 4.005
11 C 2.841 -1.651 -1.310
12 C 1.988 -1.738 -2.586
13 C 3.258 -0.176 -1.178
14 C 4.156 -2.428 -1.479
15 C 1.821 -4.817 -0.154
16 C 3.136 -5.457 0.322
17 C 1.725 -4.959 -1.676
18 C 0.670 -5.680 0.399
19 H 0.874 -4.032 2.372
20 H 2.319 -0.246 1.127
21 H -0.128 -3.089 4.227
22 H 0.574 -2.095 5.509
23 H 1.609 -3.172 4.553
24 H -1.112 -0.997 3.078
25 H -0.077 0.438 2.915
26 H -0.517 -0.138 4.514
27 H 3.087 -1.129 4.038
28 H 1.984 -0.129 5.007
29 H 2.356 0.326 3.344
30 H 1.082 -1.139 -2.485
31 H 1.696 -2.754 -2.831
32 H 2.551 -1.341 -3.439
33 H 2.398 0.485 -1.079
34 H 3.799 0.118 -2.082
35 H 3.923 -0.024 -0.325
36 H 4.010 -3.494 -1.624
37 H 4.780 -2.300 -0.591
38 H 4.708 -2.045 -2.343
39 H 4.003 -4.922 -0.065
40 H 3.200 -6.501 -0.004
41 H 3.190 -5.430 1.411
42 H 2.545 -4.494 -2.212
43 H 0.795 -4.527 -2.054
44 H 1.724 -6.021 -1.937
45 H 0.739 -5.817 1.477
46 H 0.704 -6.672 -0.059
47 H -0.305 -5.238 0.180
48 C -4.585 1.782 -0.758
49 N -4.525 0.345 -0.953
50 C -5.553 -0.266 -1.778
51 C -3.324 -0.262 -0.707
52 N -2.404 0.261 0.021
53 N -3.167 -1.498 -1.310
54 C -2.075 -2.347 -1.177
55 N -2.063 -3.315 -2.164
56 N -1.256 -2.268 -0.199
57 H -5.520 2.150 -1.174
58 H -3.757 2.280 -1.271
59 H -4.557 2.051 0.302
60 H -6.508 0.193 -1.527
61 H -5.633 -1.328 -1.554
62 H -5.362 -0.139 -2.846
63 H -2.604 1.184 0.384
64 H -3.654 -1.602 -2.193
65 H -2.403 -3.000 -3.066
66 H -1.170 -3.777 -2.239
67 H -0.513 -2.961 -0.251
68 O 0.186 0.834 -1.769
69 S -0.626 2.047 -2.186
70 C -0.541 1.983 -4.000
71 C 0.684 2.785 -4.469
72 C 1.557 3.067 -3.244
73 C 0.577 3.390 -2.128
74 H -1.487 2.347 -4.398
75 H -0.485 0.917 -4.211
76 H 0.355 3.733 -4.901
77 H 1.228 2.245 -5.244
78 H 2.257 3.886 -3.415
79 H 2.131 2.180 -2.969
80 H 0.036 4.324 -2.301
81 H 0.990 3.403 -1.121
82 O -0.606 2.041 0.957
83 C -0.355 3.100 1.766
84 C -0.538 4.408 0.972
85 C -1.571 4.672 0.122
86 C -1.503 5.969 -0.451
87 C -0.417 6.671 -0.022
88 S 0.525 5.752 1.074
89 C -1.379 3.155 2.915
90 C -2.272 2.173 3.216
91 C -3.139 2.512 4.294
92 C -2.898 3.756 4.786
93 S -1.621 4.524 3.938
94 C 1.068 3.050 2.328
95 C 1.590 3.355 3.549
96 C 3.006 3.204 3.601
97 C 3.528 2.791 2.416
98 S 2.306 2.552 1.241
99 H -2.340 3.940 -0.081
100 H -2.228 6.362 -1.152
101 H -0.118 7.670 -0.299
102 H -2.293 1.240 2.673
103 H -3.907 1.855 4.680
104 H -3.400 4.263 5.595
105 H 0.987 3.670 4.387
106 H 3.600 3.381 4.487
107 H 4.559 2.575 2.184
108 F -3.786 -1.670 -4.105
109 B -2.889 -0.619 -4.501
110 F -3.130 0.490 -3.658
111 F -3.108 -0.282 -5.825
112 F -1.579 -1.084 -4.298

The molar mass comes out at 943.4 Da. The calculation puts the lowest unoccupied orbital energy at 2.2 eV. The net charge is -1. The relative energy (zero: lowest compared OMol25 entry of this formula, charge and spin) comes out at 0.011 eV.

Entry from the Open Molecules 2025 dataset: a structure of composition C22H42NO3 (ωB97M-V/def2-TZVPD).

Element x y z (Å)
1 C -2.480 0.461 1.196
2 H -3.353 0.897 0.533
3 C -2.022 1.337 2.207
4 C -1.710 2.837 1.855
5 C -1.608 3.936 2.984
6 C -0.265 3.535 4.005
7 C 1.008 3.954 3.487
8 H 1.027 5.055 2.734
9 H 1.929 4.154 4.037
10 O 1.597 3.133 2.218
11 C 2.468 2.014 2.639
12 O 2.412 1.679 3.703
13 C 2.878 1.507 1.374
14 N 2.316 0.513 0.510
15 C 1.461 1.559 -0.461
16 H 2.118 1.947 -0.913
17 H 0.743 2.163 0.236
18 H 0.725 0.828 -0.874
19 C 3.234 -0.290 -0.442
20 H 3.945 0.318 -0.682
21 H 3.676 -0.885 0.282
22 H 2.698 -0.807 -0.910
23 C 1.424 -0.352 1.338
24 H 0.531 0.240 1.780
25 H 2.023 -0.495 2.016
26 C 0.771 -1.572 0.514
27 O 0.044 -1.116 -0.638
28 C -0.085 -2.295 -1.507
29 H 0.550 -3.028 -1.293
30 C -1.619 -2.930 -0.927
31 H -1.338 -3.884 -0.664
32 H -1.999 -2.157 -0.205
33 C -2.425 -2.832 -2.223
34 H -3.408 -3.421 -2.170
35 C -2.917 -1.287 -2.338
36 H -3.442 -1.310 -3.175
37 H -3.253 -0.805 -1.586
38 C -1.535 -0.844 -2.600
39 H -1.570 -0.137 -3.716
40 H -1.061 0.056 -1.909
41 C -0.646 -1.969 -2.818
42 C 0.785 -1.607 -3.455
43 H 1.185 -0.575 -3.220
44 H 0.288 -1.260 -4.662
45 H 1.480 -2.238 -3.681
46 C -1.548 -3.063 -3.471
47 C -2.173 -2.840 -4.766
48 H -2.577 -1.851 -4.969
49 H -2.792 -3.424 -4.993
50 H -1.205 -2.975 -5.394
51 C -0.744 -4.358 -3.433
52 H 0.074 -4.368 -4.144
53 H -0.392 -4.741 -2.618
54 H -1.623 -5.199 -3.664
55 H -0.098 -2.111 1.241
56 H 1.625 -2.479 0.540
57 H 3.768 0.849 1.882
58 H 3.556 2.211 0.969
59 H -0.035 2.402 4.143
60 H -0.353 3.755 4.957
61 H -1.463 4.862 2.608
62 H -2.338 3.650 3.765
63 H -2.469 3.265 1.207
64 H -0.765 2.836 1.472
65 H -3.037 1.504 3.054
66 H -1.343 0.935 2.922
67 H -1.744 0.417 0.515
68 H -2.663 -0.585 1.554

The molar mass comes out at 368.6 Da. The calculation puts the lowest unoccupied orbital energy at -2.5 eV. The net charge is +1. The relative energy (zero: lowest compared OMol25 entry of this formula, charge and spin) comes out at 20.885 eV.

> Among the records above, which one has the lowest net charge?

C7H20ClPmSiSr

> net charge of number 3 (C7H20ClPmSiSr)?

-2

> Which formula does entry 3 have?

C7H20ClPmSiSr

> net charge of number 1 (C4H6SSi)?

0